{"formula": "C42H96N4O6", "method": "the ωB97M-V functional and the def2-TZVPD basis", "orbital_gap_ev": [1.49, 7.42], "total_energy_ha": -2328.0754, "multiplicity": 2, "homo_ev": [0.646, -5.342], "total_charge": -1, "symbols": ["C", "H", "H", "C", "H", "H", "H", "C", "H", "H", "H", "H", "H", "C", "H", "H", "C", "C", "H", "H", "H", "C", "H", "C", "H", "H", "C", "H", "H", "H", "C", "H", "H", "H", "C", "H", "H", "C", "N", "H", "C", "H", "H", "H", "H", "H", "H", "H", "H", "C", "H", "H", "O", "C", "H", "H", "H", "H", "H", "H", "H", "H", "H", "H", "H", "N", "H", "O", "H", "H", "O", "H", "H", "C", "H", "H", "H", "H", "O", "H", "C", "H", "H", "H", "H", "H", "C", "C", "H", "C", "H", "C", "C", "C", "C", "N", "C", "H", "H", "C", "C", "H", "H", "C", "C", "H", "H", "H", "N", "C", "H", "H", "H", "C", "H", "H", "C", "H", "C", "H", "C", "H", "H", "H", "O", "O", "C", "H", "H", "H", "C", "C", "H", "H", "H", "C", "H", "H", "H", "H", "H", "H", "C", "C", "C", "H", "H", "C"], "xyz": [[1.914, -0.196, 0.284], [6.911, 5.596, -1.352], [-3.417, 2.002, -2.508], [3.374, -4.507, 2.484], [7.681, 4.577, 0.839], [-2.734, -0.099, -6.029], [2.361, -6.159, -3.998], [6.356, 4.813, -0.836], [5.161, -5.395, 1.801], [-1.582, 3.943, -6.441], [-5.334, -2.517, 2.194], [5.565, 2.170, -1.414], [5.285, -3.753, 2.649], [-3.628, 0.055, -5.425], [-4.659, -1.042, -1.588], [0.641, 0.021, 2.593], [-1.647, -6.114, 2.259], [4.827, -4.741, 2.607], [-5.488, 1.710, 1.263], [-1.877, -0.942, 1.176], [-1.238, -3.313, 0.676], [6.700, 5.010, 0.644], [6.049, 4.535, 1.378], [-0.819, -2.735, -0.148], [-5.493, 0.556, -1.450], [4.231, 3.378, 0.208], [1.425, 1.410, -4.693], [4.983, 6.821, -0.354], [2.194, -0.805, 1.144], [3.294, -4.825, -4.771], [-0.854, -0.567, 1.160], [-0.077, 3.702, 3.736], [6.731, 3.859, -1.208], [-0.472, 2.004, 3.843], [-2.536, 1.724, -3.085], [-4.462, 1.989, -5.928], [-2.350, -3.101, -1.531], [-3.328, 1.964, 1.727], [-2.714, 2.103, -4.519], [-3.415, -7.416, 5.011], [1.606, -2.020, 8.364], [0.573, -0.385, -1.401], [3.994, 1.472, -1.834], [2.617, 2.599, -5.986], [-2.076, 4.051, -3.949], [-4.516, 1.873, -0.108], [3.523, -5.229, -3.010], [2.146, -2.817, -4.945], [-1.096, -0.244, 3.186], [-1.810, -2.226, -1.168], [6.619, 6.062, 0.917], [-3.455, 1.683, 2.773], [-0.642, -1.283, 8.204], [-1.242, 2.204, -2.456], [3.090, 3.825, -1.111], [2.568, 5.676, -1.808], [-3.454, -8.064, 3.313], [5.003, -5.236, 3.563], [2.843, -0.136, -0.283], [0.999, 4.175, 7.084], [-0.901, 0.387, 0.634], [0.622, -0.396, -4.124], [1.300, 1.671, -6.662], [-0.749, -5.507, 2.376], [4.668, 2.713, -2.863], [4.974, 4.854, -1.084], [1.625, 0.824, 0.537], [0.933, -4.519, -2.631], [-4.168, -2.315, 3.526], [-6.306, -0.942, -1.913], [-3.225, -5.258, 3.805], [0.700, -3.787, -5.487], [0.174, 0.077, -5.801], [0.978, 0.018, -5.067], [-3.382, 3.801, -6.666], [1.848, -3.073, 1.922], [-3.417, 3.047, 1.809], [1.122, 2.563, 3.264], [1.472, 1.895, 5.932], [1.535, -0.960, 6.013], [-0.278, -0.562, 2.539], [-3.481, -0.478, -4.486], [0.778, 3.128, -5.890], [-0.187, 4.812, 5.764], [-4.742, 1.392, -4.369], [-6.530, -0.474, 0.643], [1.591, -4.323, -3.610], [3.230, 6.530, -1.663], [0.375, -2.336, 5.592], [-2.813, 3.582, -4.601], [-3.642, -2.535, 1.812], [4.120, 3.575, -0.858], [-5.560, -0.752, 0.231], [-2.891, -7.502, 4.059], [-4.405, -0.602, 2.302], [-4.466, -0.101, 0.898], [0.889, -0.979, -0.544], [-2.388, 1.582, 1.330], [-2.768, 5.218, -5.954], [-2.587, -6.173, 3.451], [-4.517, 1.403, 0.876], [1.789, -0.486, -5.592], [-3.426, -0.413, 2.743], [2.875, -3.289, 1.625], [-2.569, 4.149, -6.028], [-0.217, -0.633, 5.741], [-2.629, 0.638, -3.089], [-2.505, -1.494, -0.755], [-0.110, -1.519, 0.307], [0.750, 2.712, 5.511], [1.773, -3.089, 8.239], [2.696, 7.377, -1.232], [-0.543, 2.565, -3.210], [-4.375, -2.085, 2.481], [3.758, 6.778, -2.584], [1.429, -1.806, 9.418], [0.409, -1.506, 7.580], [0.570, -2.566, -4.226], [4.305, 6.032, -0.680], [-0.127, -1.596, 2.848], [4.580, 2.391, -1.825], [-1.315, 2.964, -1.678], [-0.212, -3.459, -0.693], [3.398, -2.352, 1.815], [1.814, 1.771, -3.614], [2.579, -5.204, 3.114], [-3.945, 1.495, -5.105], [-5.208, -0.142, 2.877], [-3.771, 3.857, -4.158], [-0.702, 1.391, -1.971], [0.233, 3.983, 6.333], [1.559, 2.368, -5.865], [1.476, -1.722, -1.084], [-1.468, -7.120, 1.879], [-0.600, 3.686, 6.969], [1.227, -3.324, -4.653], [2.506, -1.501, 8.032], [3.013, -3.537, 0.573], [-2.171, -5.604, 1.451], [-5.446, -1.835, 0.284], [3.882, 5.637, 0.244], [-1.998, -8.104, 4.231], [0.331, 2.725, 3.996], [-5.552, -0.515, -1.252], [2.833, -5.187, -3.852], [-4.407, -0.513, -5.934], [-1.393, -1.745, -2.052], [0.524, -1.365, 6.063]], "mulliken_charge": [-1.21, 0.37, 0.30, 1.09, 0.39, 0.16, 0.42, -0.51, 0.33, 0.16, 0.43, 0.48, 0.38, -1.15, 0.11, 0.24, -0.83, -1.38, 0.46, -0.92, 0.00, -1.16, 0.29, -0.19, 0.24, 0.20, 0.79, 0.44, -0.02, 0.53, 0.83, 0.41, 0.29, -0.18, 0.45, 0.43, 0.58, -1.01, 0.56, 0.32, -1.12, -0.72, 0.64, 0.53, 0.36, 0.19, 0.31, 0.55, 0.38, -0.27, 0.32, 0.34, -0.60, -0.49, 0.26, 0.16, 0.30, 0.35, 0.52, 0.34, -0.38, -0.37, 0.35, 0.20, 0.17, 0.26, 0.14, -0.09, 0.51, 0.46, -0.47, 0.58, 0.01, -0.69, 0.31, -0.09, 0.61, 0.31, -0.46, 0.24, -0.96, 0.11, 0.18, 0.34, 0.22, 0.37, 0.98, -1.17, 0.50, -0.67, 0.22, -0.24, -0.87, -1.20, -0.29, 1.20, 0.44, -0.06, 0.45, 0.71, -0.82, 0.81, -0.09, -0.91, -1.17, 0.05, -0.58, -0.47, 1.13, 0.67, 0.28, 0.40, 0.24, -1.81, 0.32, 0.32, 0.70, -0.37, -0.66, 0.15, -1.80, 0.36, 0.22, 0.29, -0.46, -0.59, -0.38, 0.57, 0.39, -0.58, -1.19, -1.46, 0.55, 0.37, 0.31, -1.24, 0.35, 0.23, 0.23, 0.39, 0.37, 0.37, -0.56, -1.07, -1.85, 0.47, -0.01, -0.75]}


{"formula": "C3H8FNO", "method": "the ωB97M-V functional and the def2-TZVPD basis", "orbital_gap_ev": 9.13, "total_energy_ha": -348.9232, "multiplicity": 1, "homo_ev": -8.723, "total_charge": 0, "symbols": ["H", "H", "C", "N", "C", "H", "H", "H", "H", "C", "H", "O", "F", "H"], "xyz": [[0.696, 0.541, -2.202], [-0.213, 2.092, 0.816], [0.199, -0.293, -0.569], [0.488, -1.545, -0.971], [-0.283, -0.061, 0.825], [-0.003, -2.277, -0.478], [0.032, -0.896, 1.453], [-1.375, -0.078, 0.773], [0.519, -1.706, -1.969], [0.172, 1.270, 1.409], [-0.197, 1.365, 2.427], [0.602, 0.743, -1.259], [-1.895, -0.489, -1.682], [1.257, 1.333, 1.426]], "mulliken_charge": [0.36, 0.32, 0.76, -0.45, -0.46, 0.24, 0.32, 0.31, 0.25, -1.19, 0.36, -0.36, -0.79, 0.33]}


{"formula": "C6H11Cl3O", "method": "the ωB97M-V functional and the def2-TZVPD basis", "orbital_gap_ev": 10.63, "total_energy_ha": -1690.9202, "multiplicity": 1, "homo_ev": -10.183, "total_charge": 0, "symbols": ["C", "H", "C", "H", "H", "C", "H", "H", "H", "H", "Cl", "Cl", "C", "C", "Cl", "H", "H", "H", "H", "O", "C"], "xyz": [[1.870, 1.051, 1.101], [-0.705, 1.464, 2.043], [-0.663, 1.328, 0.959], [-1.518, 0.892, 0.616], [-0.801, -0.625, -2.290], [0.599, 0.480, 0.509], [2.372, 1.919, 0.760], [1.694, 1.190, 2.174], [-0.710, 2.232, 0.414], [0.588, -0.793, 2.202], [-3.163, -0.873, -1.053], [-2.058, -1.344, -3.826], [0.452, -0.909, 1.147], [0.760, 0.506, -0.964], [-1.720, -3.117, -1.571], [0.516, 1.274, -1.616], [2.655, 0.285, 1.075], [1.077, -1.715, 0.829], [-0.562, -1.267, 1.195], [1.176, -0.510, -1.635], [-1.861, -1.468, -2.068]], "mulliken_charge": [-1.77, 0.35, -1.70, 0.41, -0.01, 2.21, 0.39, 0.39, 0.47, 0.46, -0.15, -0.19, -1.68, -0.66, -0.13, 0.63, 0.42, 0.37, 0.40, -0.56, 0.36]}


{"formula": "H18N3O18Zn2", "method": "the ωB97M-V functional and the def2-TZVPD basis", "orbital_gap_ev": 5.99, "total_energy_ha": -5087.4600, "multiplicity": 1, "homo_ev": -11.174, "total_charge": 1, "symbols": ["O", "H", "H", "H", "O", "O", "H", "O", "O", "H", "Zn", "O", "H", "O", "H", "N", "O", "O", "H", "O", "H", "O", "O", "O", "N", "H", "O", "H", "O", "Zn", "O", "H", "H", "H", "H", "O", "H", "O", "N", "H", "H"], "xyz": [[1.120, -2.966, 0.898], [-3.462, 2.899, -1.179], [0.867, -2.783, 1.820], [-1.332, -2.265, -1.732], [-0.668, -2.587, 2.686], [2.844, -0.808, 1.242], [0.818, 2.074, 2.786], [-2.267, -2.042, -1.860], [3.397, 1.655, -1.697], [-2.432, -2.147, -2.806], [2.103, -1.652, -0.383], [3.230, -0.494, -1.530], [-3.543, 0.525, -2.017], [-1.440, 4.107, 1.438], [1.448, -3.648, -2.246], [-1.613, -3.041, 2.037], [2.130, 3.484, 0.190], [-4.069, 0.013, -1.369], [2.461, -0.830, 2.129], [0.483, -0.431, -0.479], [-1.337, 4.508, 0.567], [1.406, 2.703, 3.219], [1.340, -2.712, -2.027], [-2.108, -4.141, 2.244], [-0.341, 0.427, -0.084], [-2.081, 2.391, -0.764], [4.293, 0.378, -3.210], [1.235, -3.926, 0.859], [-2.052, -2.348, 1.039], [-3.141, -1.229, -0.088], [-2.610, 2.624, -1.539], [3.525, -0.116, 1.273], [-0.946, 3.283, 1.389], [-4.968, -0.020, -1.729], [0.745, -2.360, -2.699], [0.105, 1.452, 0.373], [1.203, 3.233, 0.188], [-1.550, 0.144, -0.012], [3.655, 0.552, -2.188], [2.400, 3.411, 1.113], [1.151, 2.685, 4.149]], "mulliken_charge": [-0.41, 0.33, 0.34, 0.30, -0.64, -0.35, 0.26, -0.37, -0.50, 0.31, 0.62, -0.37, 0.37, -0.64, 0.31, 0.84, -0.55, -0.36, 0.29, -0.22, 0.34, -0.58, -0.35, -0.50, 0.57, 0.30, -0.54, 0.26, -0.22, 0.53, -0.64, 0.30, 0.32, 0.31, 0.28, -0.33, 0.26, -0.24, 0.79, 0.30, 0.30]}